1.
{"formula": "C31H40MgN6O2PS3", "method": "wB97M-V/def2-TZVPD", "species": ["Mg", "C", "N", "C", "C", "C", "C", "C", "C", "N", "C", "C", "C", "C", "C", "C", "N", "C", "C", "C", "C", "C", "N", "H", "H", "H", "H", "H", "H", "H", "H", "H", "H", "H", "H", "H", "H", "H", "H", "H", "H", "S", "C", "N", "C", "C", "C", "O", "P", "S", "S", "O", "C", "C", "C", "H", "H", "H", "H", "H", "H", "H", "H", "H", "H", "H", "H", "H", "H", "C", "C", "C", "C", "C", "C", "N", "H", "H", "H", "H", "H", "H", "H", "H"], "xyz": [[0.897, -0.333, -0.700], [0.412, -3.445, -0.281], [1.257, -2.430, 0.349], [0.786, -2.172, 1.717], [1.356, -0.883, 2.244], [1.872, -0.738, 3.518], [2.318, 0.518, 3.909], [2.230, 1.574, 3.020], [1.713, 1.339, 1.756], [1.294, 0.132, 1.381], [2.659, -2.849, 0.358], [3.320, -2.766, -1.004], [4.691, -2.965, -1.110], [5.289, -2.795, -2.345], [4.498, -2.452, -3.431], [3.138, -2.310, -3.234], [2.555, -2.463, -2.044], [-0.914, -2.879, -0.716], [-2.021, -3.699, -0.827], [-3.212, -3.160, -1.293], [-3.259, -1.821, -1.623], [-2.109, -1.064, -1.468], [-0.950, -1.575, -1.027], [0.259, -4.299, 0.394], [0.931, -3.807, -1.166], [1.011, -3.010, 2.389], [-0.302, -2.064, 1.670], [1.916, -1.586, 4.189], [2.728, 0.666, 4.899], [2.560, 2.568, 3.288], [1.629, 2.123, 1.013], [2.759, -3.871, 0.756], [3.200, -2.192, 1.043], [5.277, -3.209, -0.232], [6.359, -2.910, -2.457], [4.926, -2.287, -4.409], [2.484, -2.039, -4.052], [-1.945, -4.743, -0.549], [-4.098, -3.778, -1.378], [-4.168, -1.309, -1.926], [-2.124, -0.005, -1.697], [1.794, 5.328, -1.542], [1.031, 3.943, -1.223], [0.527, 2.917, -0.971], [-2.957, 0.860, 2.866], [-4.354, 0.317, 2.554], [-4.283, -1.095, 1.986], [-5.084, 1.211, 1.732], [-4.615, 1.442, 0.109], [-5.938, 0.404, -1.010], [-0.658, 1.738, -0.704], [-5.251, 2.975, -0.001], [-4.667, 4.122, 0.612], [-5.225, 4.327, 2.015], [-3.146, 4.117, 0.604], [-2.398, 0.154, 3.489], [-3.026, 1.811, 3.397], [-2.405, 1.029, 1.938], [-4.927, 0.279, 3.488], [-3.721, -1.101, 1.051], [-5.283, -1.469, 1.762], [-3.791, -1.763, 2.700], [-5.008, 4.954, -0.015], [-4.921, 3.506, 2.663], [-6.315, 4.346, 1.988], [-4.862, 5.271, 2.431], [-2.749, 3.332, 1.250], [-2.773, 5.082, 0.956], [-2.762, 3.935, -0.399], [1.005, 0.728, -3.663], [2.309, 0.907, -2.943], [3.460, 1.497, -3.420], [4.411, 1.423, -2.374], [3.785, 0.793, -1.318], [4.401, 0.436, 0.004], [2.495, 0.471, -1.655], [1.177, 0.492, -4.716], [0.374, 1.618, -3.616], [0.410, -0.094, -3.249], [3.592, 1.945, -4.393], [5.426, 1.792, -2.384], [5.337, -0.113, -0.133], [3.739, -0.196, 0.598], [4.627, 1.319, 0.609]], "de_lowest_kcal_mol": 58.6, "energy_ev": -93077.566, "total_charge": -1, "lumo_energy_ev": 1.7}

=====

2.
{"formula": "C31H41AlN3O2P", "method": "wB97M-V/def2-TZVPD", "species": ["Al", "N", "C", "C", "C", "O", "O", "H", "H", "H", "H", "H", "H", "C", "C", "C", "C", "C", "C", "C", "C", "N", "C", "C", "C", "C", "N", "C", "C", "C", "C", "C", "C", "C", "C", "H", "H", "H", "H", "H", "H", "H", "H", "H", "H", "H", "H", "H", "H", "H", "H", "H", "H", "H", "H", "H", "H", "H", "H", "C", "P", "C", "C", "C", "C", "C", "C", "C", "H", "H", "H", "H", "H", "H", "H", "H", "H", "H", "H"], "xyz": [[-0.053, 0.092, -0.085], [-2.040, 0.242, 0.501], [-2.854, 1.223, -0.335], [-2.751, 0.952, -1.834], [-1.360, 1.194, -2.395], [-1.126, 1.852, -3.366], [-0.382, 0.570, -1.690], [-2.454, -0.670, 0.319], [-2.223, 0.432, 1.482], [-2.507, 2.223, -0.116], [-3.892, 1.154, -0.021], [-3.444, 1.606, -2.356], [-3.036, -0.077, -2.051], [2.007, -1.674, 3.051], [2.571, -2.223, 1.757], [3.262, -3.430, 1.737], [3.866, -3.884, 0.573], [3.765, -3.151, -0.601], [3.054, -1.958, -0.637], [2.941, -1.155, -1.918], [2.476, -1.521, 0.557], [1.806, -0.224, 0.564], [2.461, 0.808, 0.952], [3.887, 0.821, 1.371], [1.661, 2.106, 0.981], [2.351, 3.385, 1.315], [0.420, 1.952, 0.744], [-0.450, 3.118, 0.663], [-0.393, 3.964, -0.449], [0.570, 3.804, -1.608], [-1.302, 5.020, -0.484], [-2.201, 5.237, 0.547], [-2.209, 4.396, 1.649], [-1.336, 3.322, 1.726], [-1.345, 2.448, 2.968], [1.796, -2.479, 3.755], [1.084, -1.106, 2.902], [2.723, -1.005, 3.543], [3.348, -4.005, 2.654], [4.423, -4.815, 0.582], [4.236, -3.512, -1.510], [3.178, -1.775, -2.783], [3.639, -0.311, -1.927], [1.946, -0.743, -2.078], [4.381, -0.123, 1.181], [3.955, 1.048, 2.442], [4.412, 1.627, 0.850], [3.047, 3.234, 2.145], [1.641, 4.166, 1.568], [2.942, 3.728, 0.456], [1.160, 2.890, -1.574], [1.255, 4.657, -1.652], [0.022, 3.779, -2.547], [-1.291, 5.685, -1.344], [-2.892, 6.072, 0.497], [-2.901, 4.577, 2.468], [-2.359, 2.107, 3.204], [-1.004, 3.014, 3.838], [-0.690, 1.582, 2.887], [0.510, -3.738, -0.844], [-0.539, -2.405, -0.198], [-1.074, -3.062, 1.410], [-1.992, -2.504, -1.278], [-1.786, -2.235, -2.637], [-2.824, -2.384, -3.543], [-4.080, -2.791, -3.098], [-4.293, -3.051, -1.751], [-3.248, -2.918, -0.839], [-0.141, -4.594, -1.015], [1.291, -3.997, -0.128], [0.966, -3.444, -1.789], [-1.513, -4.050, 1.271], [-1.803, -2.414, 1.901], [-0.203, -3.159, 2.058], [-0.810, -1.904, -2.990], [-2.658, -2.175, -4.595], [-4.894, -2.911, -3.808], [-5.269, -3.373, -1.406], [-3.435, -3.136, 0.208]], "energy_ev": -57256.051, "total_charge": 2, "lumo_energy_ev": -7.1}

=====

3.
{"formula": "C31H41BN3O", "method": "wB97M-V/def2-TZVPD", "species": ["C", "C", "N", "B", "H", "C", "C", "C", "C", "C", "H", "H", "H", "H", "H", "H", "H", "H", "H", "H", "H", "C", "N", "C", "O", "C", "C", "C", "C", "C", "C", "C", "C", "N", "C", "C", "C", "C", "C", "C", "C", "C", "C", "C", "C", "C", "C", "C", "H", "H", "H", "H", "H", "H", "H", "H", "H", "H", "H", "H", "H", "H", "H", "H", "H", "H", "H", "H", "H", "H", "H", "H", "H", "H", "H", "H", "H"], "xyz": [[-5.179, -2.981, -4.861], [-4.695, -1.577, -4.800], [-4.160, -1.087, -3.649], [-4.087, -2.027, -2.471], [-3.616, -1.539, -1.509], [-3.706, 0.192, -3.549], [-3.131, 0.690, -2.274], [-3.791, 1.018, -4.650], [-4.328, 0.544, -5.826], [-4.781, -0.754, -5.903], [-5.579, -3.227, -5.845], [-4.373, -3.684, -4.654], [-5.973, -3.156, -4.136], [-5.167, -2.391, -2.167], [-3.420, -2.964, -2.732], [-2.800, 1.725, -2.358], [-3.866, 0.650, -1.470], [-2.267, 0.097, -1.978], [-3.435, 2.033, -4.582], [-4.394, 1.190, -6.686], [-5.203, -1.132, -6.819], [5.140, 1.023, 0.270], [3.786, 1.480, 0.520], [3.324, 2.572, -0.185], [3.969, 3.294, -0.914], [1.830, 2.661, 0.052], [1.088, 2.563, -1.286], [1.398, 1.287, -2.009], [2.456, 1.213, -2.905], [2.775, 0.018, -3.519], [2.048, -1.122, -3.237], [1.001, -1.061, -2.341], [0.683, 0.134, -1.728], [1.487, 1.543, 0.976], [0.205, 1.285, 1.378], [-0.181, 0.125, 2.028], [-1.190, 0.088, 2.977], [-1.373, -0.969, 3.916], [-2.182, -0.767, 5.052], [-2.313, -1.747, 6.008], [-1.653, -2.955, 5.867], [-0.851, -3.179, 4.761], [-0.706, -2.207, 3.800], [2.742, 0.809, 1.340], [3.124, 0.847, 2.859], [3.515, 2.283, 3.222], [4.306, -0.106, 3.100], [1.989, 0.398, 3.790], [5.508, 1.511, -0.631], [5.804, 1.293, 1.087], [5.153, -0.054, 0.120], [1.597, 3.604, 0.564], [0.006, 2.644, -1.134], [1.370, 3.412, -1.919], [3.046, 2.093, -3.097], [3.601, -0.030, -4.210], [2.307, -2.059, -3.704], [0.438, -1.950, -2.108], [-0.113, 0.175, -1.006], [-0.500, 2.096, 1.309], [0.453, -0.736, 1.923], [-1.756, 0.991, 3.128], [-2.670, 0.184, 5.183], [-2.924, -1.569, 6.878], [-1.765, -3.723, 6.613], [-0.336, -4.119, 4.653], [-0.080, -2.400, 2.947], [2.639, -0.226, 1.000], [2.681, 2.964, 3.058], [3.809, 2.356, 4.269], [4.348, 2.622, 2.608], [4.062, -1.113, 2.760], [5.198, 0.216, 2.574], [4.554, -0.163, 4.159], [1.676, -0.618, 3.561], [2.301, 0.406, 4.835], [1.130, 1.060, 3.710]], "energy_ev": -40000.281, "total_charge": 1, "lumo_energy_ev": -4.9}

=====

4.
{"formula": "C31H41Cl2N9O4RhSSe", "method": "wB97M-V/def2-TZVPD", "species": ["Rh", "N", "C", "C", "C", "N", "C", "C", "N", "C", "H", "H", "H", "H", "H", "H", "H", "H", "H", "H", "H", "H", "H", "H", "H", "H", "Se", "N", "C", "C", "C", "C", "C", "C", "N", "H", "H", "H", "H", "N", "C", "O", "C", "C", "C", "N", "C", "C", "H", "H", "H", "H", "H", "H", "C", "C", "C", "N", "C", "S", "N", "C", "O", "C", "C", "C", "C", "C", "C", "H", "H", "H", "H", "H", "H", "H", "H", "H", "H", "H", "H", "H", "H", "Cl", "C", "Cl", "C", "O", "O", "H"], "xyz": [[0.109, -0.477, 0.338], [2.353, 2.197, 4.398], [2.149, 1.749, 2.962], [3.426, 1.069, 2.482], [3.403, 0.716, 0.997], [2.501, -0.422, 0.702], [3.030, 1.931, 0.147], [1.750, 2.635, 0.596], [0.543, 1.850, 0.225], [1.808, 2.957, 2.093], [1.769, 1.704, 5.143], [2.174, 3.196, 4.504], [3.323, 2.047, 4.679], [1.325, 1.040, 2.947], [3.616, 0.168, 3.076], [4.271, 1.749, 2.635], [4.422, 0.428, 0.732], [2.744, -1.216, 1.288], [2.700, -0.716, -0.251], [2.939, 1.630, -0.901], [3.852, 2.648, 0.197], [1.704, 3.595, 0.078], [0.439, 1.903, -0.787], [-0.286, 2.309, 0.594], [0.858, 3.399, 2.414], [2.588, 3.715, 2.220], [0.186, -3.980, 0.391], [0.770, -2.542, -0.522], [1.908, -2.898, -1.121], [2.645, -2.093, -2.035], [3.781, -2.606, -2.584], [4.244, -3.923, -2.276], [3.553, -4.739, -1.443], [2.355, -4.246, -0.845], [1.566, -4.941, -0.043], [2.255, -1.126, -2.337], [4.333, -2.017, -3.306], [5.145, -4.288, -2.752], [3.867, -5.754, -1.240], [-0.309, -0.162, 7.714], [0.259, 0.276, 6.605], [1.153, 1.130, 6.575], [-0.166, -0.257, 5.265], [-1.087, 0.449, 4.502], [-1.152, 0.191, 3.146], [-0.369, -0.711, 2.546], [0.420, -1.477, 3.306], [0.563, -1.278, 4.667], [0.003, 0.192, 8.608], [-1.041, -0.854, 7.708], [-1.719, 1.208, 4.946], [-1.835, 0.743, 2.513], [0.974, -2.259, 2.798], [1.250, -1.887, 5.243], [-7.401, 1.434, -0.618], [-7.085, 1.150, -2.084], [-5.854, 1.895, -2.598], [-4.643, 1.579, -1.814], [-4.133, 2.256, -0.821], [-2.822, 1.626, 0.089], [-4.608, 3.482, -0.499], [-4.036, 4.221, 0.525], [-3.073, 3.728, 1.108], [-4.626, 5.521, 0.856], [-5.653, 6.104, 0.105], [-6.181, 7.322, 0.487], [-5.690, 7.971, 1.613], [-4.665, 7.401, 2.360], [-4.132, 6.184, 1.982], [-8.306, 0.906, -0.322], [-7.576, 2.499, -0.442], [-6.600, 1.093, 0.044], [-7.926, 1.450, -2.711], [-6.937, 0.078, -2.232], [-6.025, 2.971, -2.594], [-5.640, 1.609, -3.627], [-4.279, 0.639, -1.933], [-5.421, 3.837, -0.975], [-6.047, 5.637, -0.791], [-6.975, 7.770, -0.094], [-6.103, 8.928, 1.903], [-4.286, 7.909, 3.237], [-3.336, 5.728, 2.554], [-3.142, -4.152, -1.151], [-3.137, -2.444, -1.534], [-4.724, -1.714, -1.150], [-2.111, -1.614, -0.752], [-1.733, -0.545, -1.297], [-1.732, -1.953, 0.393], [-2.981, -2.333, -2.599]], "de_lowest_kcal_mol": 7.3, "energy_ev": -158625.479, "multiplicity": 5, "total_charge": 3, "lumo_energy_ev": [-7.4, -8.9]}

=====

5.
{"formula": "C31H41ClFN5OS2", "method": "wB97M-V/def2-TZVPD", "species": ["C", "C", "Cl", "C", "C", "C", "C", "C", "C", "O", "C", "C", "C", "C", "C", "C", "C", "C", "F", "C", "N", "S", "N", "C", "C", "S", "H", "H", "H", "H", "H", "H", "H", "H", "H", "H", "H", "H", "H", "H", "H", "H", "H", "H", "H", "H", "C", "C", "C", "C", "N", "H", "H", "H", "H", "H", "H", "H", "C", "C", "C", "C", "N", "H", "H", "H", "H", "H", "H", "H", "C", "C", "C", "C", "N", "H", "H", "H", "H", "H", "H", "H"], "xyz": [[1.139, 0.287, -1.785], [0.478, -1.010, -1.404], [-0.717, -0.743, -0.082], [1.451, -2.161, -1.031], [2.920, -1.842, -1.107], [3.548, -1.112, -0.022], [2.746, -0.605, 1.150], [2.846, 0.916, 1.427], [3.552, 1.278, 2.747], [3.470, 1.540, 0.325], [3.023, 2.843, 0.013], [2.822, 3.002, -1.470], [1.979, 3.990, -1.960], [1.796, 4.149, -3.323], [2.455, 3.322, -4.218], [3.306, 2.339, -3.733], [3.488, 2.180, -2.368], [4.876, -0.899, -0.053], [5.495, -0.304, 0.971], [5.672, -1.315, -1.145], [6.985, -1.146, -1.309], [7.333, -1.810, -2.734], [5.895, -2.330, -3.190], [5.039, -2.002, -2.222], [3.641, -2.266, -2.182], [2.918, -3.153, -3.531], [1.622, 0.781, -0.941], [1.903, 0.093, -2.541], [0.432, 0.989, -2.221], [-0.121, -1.340, -2.248], [1.235, -2.491, -0.016], [1.211, -3.008, -1.669], [3.035, -1.171, 2.038], [1.700, -0.829, 0.975], [1.813, 1.270, 1.503], [3.718, 0.410, 3.382], [2.985, 2.019, 3.309], [4.525, 1.709, 2.515], [2.097, 3.075, 0.544], [3.781, 3.566, 0.338], [1.453, 4.635, -1.266], [1.123, 4.916, -3.682], [2.313, 3.425, -5.285], [3.830, 1.680, -4.413], [4.150, 1.399, -2.012], [3.722, -2.646, -4.469], [-5.405, 0.441, 2.999], [-5.187, 0.218, 1.507], [-3.728, 0.407, 1.078], [-3.258, 1.777, 1.282], [-2.889, 2.851, 1.447], [-5.167, 1.462, 3.294], [-6.444, 0.258, 3.268], [-4.778, -0.235, 3.587], [-5.823, 0.898, 0.936], [-5.485, -0.797, 1.237], [-3.605, 0.157, 0.024], [-3.080, -0.267, 1.642], [-0.588, -3.433, -5.334], [-1.969, -2.905, -5.706], [-1.946, -1.427, -6.112], [-1.530, -0.567, -5.005], [-1.185, 0.102, -4.139], [-0.178, -2.906, -4.471], [-0.635, -4.492, -5.085], [0.113, -3.314, -6.162], [-2.656, -3.038, -4.868], [-2.373, -3.478, -6.542], [-2.933, -1.104, -6.446], [-1.259, -1.274, -6.946], [-3.911, 0.032, 8.257], [-5.363, -0.369, 8.484], [-6.150, -0.503, 7.177], [-6.253, 0.769, 6.464], [-6.320, 1.766, 5.899], [-3.841, 1.011, 7.780], [-3.373, 0.083, 9.204], [-3.399, -0.692, 7.620], [-5.854, 0.363, 9.127], [-5.405, -1.328, 9.004], [-7.159, -0.869, 7.374], [-5.669, -1.230, 6.519]], "energy_ev": -79219.944, "lumo_energy_ev": -0.5}